Computed, not measured: a molecular structure, C46H67BBr2HfN8O4SSi at a distorted geometry, with ωB97M-V/def2-TZVPD.

```
131
Properties=species:S:1:pos:R:3:forces:R:3:lowdin_charge:R:1
Hf 0.443982 0.972988 0.347218 -0.14 0.57 -0.66 1.68
C 4.205620 3.324164 0.683977 -0.08 0.09 0.05 -0.03
C 3.774958 2.251551 1.637554 0.00 0.14 -0.06 -0.36
C 4.520968 1.922887 2.774972 0.08 0.05 0.01 0.00
C 3.854791 0.880647 3.376321 0.12 0.16 -0.06 -0.27
C 4.249822 0.142530 4.614992 -0.10 -0.08 -0.13 -0.01
N 2.766863 0.613183 2.627925 0.07 -0.05 0.19 0.04
N 2.689721 1.474647 1.561453 -0.40 -0.40 -0.05 0.05
B 1.976032 -0.714914 2.751458 -0.01 0.12 -0.15 -0.54
N 0.526735 -0.455716 3.191696 -0.10 0.02 0.10 0.03
N -0.311797 0.442023 2.567964 0.44 -0.16 -0.19 0.01
C -1.417824 0.513727 3.330653 0.05 0.13 0.10 -0.31
C -2.618854 1.374825 3.112607 0.05 -0.09 0.04 0.00
C -1.280534 -0.331915 4.431313 0.01 0.07 0.08 0.00
C -0.043672 -0.925403 4.313281 -0.15 0.01 0.00 -0.26
C 0.578804 -1.921914 5.236939 0.04 0.08 -0.09 -0.01
N 2.081936 -1.473803 1.419594 0.10 -0.13 -0.01 0.03
N 1.938323 -0.851173 0.210036 0.01 -0.25 0.29 -0.08
C 2.247745 -1.748408 -0.726489 0.23 0.01 -0.04 -0.40
C 2.252668 -1.458748 -2.187425 -0.09 0.16 0.04 -0.04
C 2.595377 -2.956171 -0.119560 0.05 -0.08 -0.02 0.02
C 2.479296 -2.747040 1.240946 -0.06 0.03 -0.17 -0.26
C 2.719636 -3.717794 2.348775 0.00 0.13 0.02 -0.01
H 5.292926 3.298042 0.604199 0.00 -0.01 0.00 0.09
H 3.796011 3.204215 -0.312303 0.05 0.00 0.07 0.05
H 3.928663 4.317559 1.046237 0.05 -0.05 0.05 0.08
H 5.439451 2.387902 3.100649 -0.07 -0.04 -0.03 0.12
H 5.069704 0.671939 5.095895 0.00 0.00 0.01 0.08
H 3.421871 0.066329 5.320531 0.03 0.01 -0.02 0.08
H 4.582674 -0.870208 4.377985 -0.01 0.04 0.05 0.08
H 2.493514 -1.373313 3.595954 -0.04 -0.02 0.00 0.11
H -2.533543 2.010391 2.244912 -0.06 -0.03 0.02 0.04
H -3.502983 0.747064 2.991471 0.08 0.06 0.03 0.07
H -2.773643 1.996623 3.997296 0.00 -0.02 0.00 0.09
H -2.000288 -0.482784 5.220691 0.02 0.00 -0.06 0.12
H -0.129247 -2.165755 6.026977 0.01 0.02 -0.01 0.09
H 0.836265 -2.840944 4.711468 0.02 0.00 0.03 0.07
H 1.488551 -1.530292 5.694657 -0.02 -0.04 0.00 0.08
H 1.482653 -0.728163 -2.435429 0.03 -0.05 -0.06 0.06
H 3.218748 -1.058008 -2.497944 -0.01 0.01 0.03 0.07
H 2.073038 -2.375390 -2.743285 0.03 0.01 0.00 0.07
H 2.882897 -3.873634 -0.609438 0.00 0.07 0.01 0.12
H 2.991447 -4.683364 1.927061 0.00 0.01 0.00 0.08
H 3.523842 -3.386329 3.007969 -0.02 -0.02 -0.01 0.08
H 1.822188 -3.848295 2.953846 0.01 -0.03 0.00 0.07
C 5.446072 0.096130 -0.580389 -0.02 0.08 0.03 0.00
C 4.868240 1.089784 -1.550196 0.09 -0.02 -0.07 -0.33
C 5.719584 1.816302 -2.417900 0.06 0.05 -0.01 -0.01
C 5.184926 2.711079 -3.295117 -0.03 -0.01 0.05 -0.02
C 3.782741 2.882242 -3.355354 -0.02 -0.05 0.14 -0.19
C 3.120116 3.748690 -4.252978 0.01 0.10 -0.11 -0.62
Br 4.110522 4.796450 -5.491194 -0.03 -0.05 0.05 0.77
C 1.762574 3.853659 -4.251860 0.07 0.02 -0.04 -0.17
C 1.014352 3.104915 -3.333699 -0.32 -0.13 0.32 -0.58
Br -0.868839 3.289338 -3.307592 0.14 0.12 -0.09 0.86
C 1.579767 2.250890 -2.404500 -0.49 0.27 -0.44 -0.37
O 0.790570 1.581691 -1.570027 1.13 0.00 1.16 -0.31
C 3.010774 2.125633 -2.433742 -0.13 -0.01 -0.03 -0.16
N 3.572424 1.272390 -1.553114 -0.03 -0.37 0.11 0.15
H 6.511263 -0.046162 -0.760852 -0.01 -0.01 0.03 0.08
H 4.941315 -0.866873 -0.666481 -0.06 0.02 0.01 0.07
H 5.307966 0.447491 0.446392 -0.01 -0.05 -0.05 0.07
H 6.791442 1.666064 -2.370409 -0.05 -0.01 0.00 0.11
H 5.819983 3.295586 -3.946770 -0.02 -0.04 -0.04 0.08
H 1.255809 4.508339 -4.946076 -0.01 0.00 0.02 0.10
C 1.285195 4.145131 2.779489 0.03 -0.20 0.01 -0.08
N 0.594057 3.748000 1.555179 -0.10 -0.10 -0.25 -0.27
C 1.157823 4.393689 0.359007 -0.02 -0.08 0.10 -0.07
C -0.779331 4.206887 1.709358 -0.11 0.01 -0.02 -0.20
C -1.746816 3.521624 0.802052 0.15 0.04 -0.04 -0.30
C -3.000340 4.112006 0.691698 -0.05 0.13 -0.02 -0.06
C -4.058809 3.426837 0.121600 -0.03 0.00 0.00 -0.07
C -3.825390 2.154301 -0.369129 0.07 0.03 -0.16 -0.09
C -2.543072 1.620205 -0.332112 -0.15 0.31 -0.06 -0.19
C -1.444899 2.260182 0.271187 -0.56 -0.39 -0.23 -0.25
H 1.202888 5.227483 2.949328 -0.01 0.03 -0.04 0.10
H 2.326889 3.876767 2.754077 0.39 -0.08 -0.06 0.06
H 0.828898 3.627169 3.624893 0.03 0.01 -0.03 0.09
H 1.397474 5.449605 0.546780 -0.02 0.02 0.02 0.10
H 0.428031 4.343282 -0.448404 -0.04 -0.04 -0.03 0.08
H 2.059666 3.884551 0.033305 -0.16 0.08 0.01 0.04
H -0.829319 5.298182 1.578339 0.00 0.05 0.06 0.13
H -1.089814 4.000031 2.738622 0.04 0.00 0.01 0.12
H -3.157149 5.106380 1.103187 0.01 -0.06 0.00 0.11
H -5.047587 3.868505 0.081620 0.03 0.01 -0.01 0.10
H -4.634322 1.563666 -0.781653 0.02 0.02 -0.05 0.09
H -2.417791 0.640786 -0.747989 -0.01 -0.04 -0.22 -0.01
C -2.829291 -2.418205 2.193291 0.06 -0.13 -0.29 -0.04
C -3.950722 -2.313822 1.160647 -0.22 0.05 -0.05 -0.63
C -5.050005 -3.310670 1.508855 -0.05 0.00 -0.11 -0.03
C -4.517046 -0.895934 1.123712 0.16 -0.14 -0.19 -0.03
O -3.503567 -2.690468 -0.148475 0.15 0.03 0.33 -0.13
Si -2.589865 -2.029407 -1.340280 -0.38 0.03 0.28 -0.07
S -0.801747 -1.216409 -0.550551 0.24 0.13 0.16 0.48
O -3.487516 -0.939760 -2.158682 -0.09 -0.02 -0.27 -0.14
C -3.933232 -0.704265 -3.511119 0.00 0.03 -0.06 -0.62
C -5.362652 -0.186086 -3.399983 0.02 0.04 0.10 -0.03
C -3.931085 -1.959302 -4.383601 0.13 -0.05 0.22 -0.04
C -3.016784 0.333345 -4.156611 0.08 -0.10 0.16 -0.04
O -2.351535 -3.284114 -2.352181 0.42 -0.02 -0.02 -0.15
C -1.400014 -4.343096 -2.497427 0.00 -0.12 -0.06 -0.64
C -0.891215 -4.835295 -1.143459 -0.13 0.19 0.03 -0.03
C -0.253236 -3.833527 -3.365856 -0.11 0.02 0.06 -0.02
C -2.132389 -5.470344 -3.217311 -0.10 0.04 0.05 -0.03
H -3.214138 -2.195557 3.193061 0.01 -0.05 -0.09 0.09
H -2.028340 -1.722736 1.957622 0.08 0.05 0.00 0.03
H -2.410633 -3.429665 2.183778 -0.05 0.06 0.04 0.09
H -5.478118 -3.089136 2.489640 0.02 -0.02 -0.04 0.09
H -4.643427 -4.324502 1.516868 -0.03 0.04 0.02 0.09
H -5.839743 -3.261854 0.755778 0.01 -0.02 0.06 0.09
H -4.888004 -0.608720 2.111121 -0.03 -0.01 -0.07 0.08
H -5.338788 -0.842465 0.404448 0.03 0.02 0.04 0.10
H -3.742387 -0.188080 0.809122 -0.19 -0.15 0.18 0.05
H -6.028970 -0.987361 -3.072219 0.01 0.03 -0.02 0.09
H -5.705132 0.188047 -4.368101 -0.02 -0.03 0.06 0.09
H -5.417205 0.622876 -2.669247 0.03 0.01 -0.08 0.07
H -4.451159 -2.777573 -3.886026 -0.02 -0.01 -0.04 0.09
H -2.910664 -2.280647 -4.594478 -0.07 -0.03 -0.02 0.08
H -4.432515 -1.732759 -5.326890 0.00 0.00 0.04 0.09
H -3.136070 1.316797 -3.705694 -0.03 0.02 0.10 0.05
H -3.227856 0.409877 -5.226820 0.00 0.02 0.07 0.09
H -1.975505 0.024453 -4.024652 -0.06 0.05 -0.05 0.09
H -0.338392 -4.043519 -0.632353 0.02 -0.05 0.00 0.05
H -0.237151 -5.700430 -1.279206 -0.03 0.04 0.00 0.09
H -1.738511 -5.123887 -0.515349 0.06 -0.01 -0.03 0.09
H 0.156879 -2.930104 -2.917231 -0.01 -0.05 -0.01 0.04
H -0.620157 -3.590862 -4.366532 0.03 0.00 0.04 0.09
H 0.530801 -4.591675 -3.455265 -0.03 0.07 0.01 0.09
H -2.958999 -5.833498 -2.600879 0.06 0.00 -0.06 0.09
H -1.448716 -6.297831 -3.422616 -0.05 0.02 0.01 0.09
H -2.538416 -5.104497 -4.163033 0.01 -0.03 0.04 0.08
```
Positions in Å, forces in eV/Å.

Summary:
HOMO level: -7.8 eV
Spin multiplicity: 1
DFT total energy: -229693.2951 eV
F_max: 1.6 eV/A
Energy relative to the best compared isomer or geometry (same formula, charge and spin): 31.8 kcal/mol